Record 1
Entry from OMol25: a cluster of 3 separate species, C5H12O in total in a non-equilibrium geometry (ωB97M-V/def2-TZVPD).

Properties
LUMO energy = 0.90 eV
Multiplicity = 1
Maximum force = 3.2 eV/Å
Orbital gap = 9.445 eV
DFT total energy = -7422.5779 eV
E_HOMO = -8.54 eV

Last columns: bonded neighbours and bond lengths (Å).
Positions of all 18 atoms, in Å:
1 C -1.47585 -0.38194 -2.28729  O2 1.362, H8 1.087, H9 1.080
2 O -0.53127 -0.64228 -1.34075  C1 1.362, C3 1.345
3 C -0.28575 0.28125 -0.39477  O2 1.345, C4 1.503, H11 1.096
4 C 0.81680 -0.13467 0.53748  C3 1.503, C5 1.541, C6 1.531, H12 1.100
5 C 0.38571 -1.32513 1.41594  C4 1.541, H13 1.097, H14 1.099, H15 1.100
6 C 1.23112 1.05921 1.40148  C4 1.531, H16 1.097, H17 1.100, H18 1.097
7 H -1.13138 1.23479 -2.34277  no bonds
8 H -2.52628 -0.18590 -2.08626  C1 1.087
9 H -1.34598 -0.86318 -3.24482  C1 1.080
10 H -0.14451 1.52821 -1.62409  no bonds
11 H -1.15446 0.77921 0.05075  C3 1.096
12 H 1.67448 -0.45220 -0.07423  C4 1.100
13 H 0.09394 -2.18151 0.79593  C5 1.097
14 H 1.20716 -1.63546 2.07660  C5 1.099
15 H -0.46988 -1.05011 2.04966  C5 1.100
16 H 1.57857 1.89649 0.78375  C6 1.097
17 H 0.38688 1.41170 2.01236  C6 1.100
18 H 2.03836 0.77487 2.08780  C6 1.097


Record 2
Entry from OMol25: an isolated molecule of C5H12O in a non-equilibrium geometry (ωB97M-V/def2-TZVPD).

Properties
LUMO energy = 1.12 eV
Multiplicity = 1
Maximum force = 1.6 eV/Å
Orbital gap = 10.968 eV
SMILES = COCC(C)C
DFT total energy = -7426.2708 eV
E_HOMO = -9.85 eV

Last columns: bonded neighbours and bond lengths (Å).
Positions of all 18 atoms, in Å:
1 C -1.21729 1.42951 -2.08044  O2 1.401, H7 1.102, H8 1.093, H9 1.102
2 O -0.52611 0.35459 -1.50579  C1 1.401, C3 1.407
3 C 0.07438 0.67711 -0.27518  O2 1.407, C4 1.527, H10 1.108, H11 1.108
4 C 0.64898 -0.60700 0.31762  C3 1.527, C5 1.514, C6 1.521, H12 1.095
5 C -0.40363 -1.60710 0.74595  C4 1.514, H13 1.097, H14 1.099, H15 1.125
6 C 1.41796 -0.33001 1.60078  C4 1.521, H16 1.102, H17 1.127, H18 1.095
7 H -2.03723 1.77441 -1.43070  C1 1.102
8 H -1.63735 1.07503 -3.02506  C1 1.093
9 H -0.55258 2.28447 -2.28442  C1 1.102
10 H 0.86429 1.43968 -0.42291  C3 1.108
11 H -0.67144 1.12516 0.41030  C3 1.108
12 H 1.17299 -1.14931 -0.47600  C4 1.095
13 H -1.14958 -1.72280 -0.05049  C5 1.097
14 H 0.09928 -2.57130 0.90615  C5 1.099
15 H -0.75936 -1.25967 1.75491  C5 1.125
16 H 2.06008 0.56383 1.55556  C6 1.102
17 H 0.58452 -0.29099 2.35817  C6 1.127
18 H 2.03210 -1.18561 1.90155  C6 1.095


Record 3
Entry from OMol25: a cluster of 3 separate species, C5H12O in total (ωB97M-V/def2-TZVPD).

Properties
LUMO energy = 0.80 eV
Multiplicity = 1
Maximum force = 0.6 eV/Å
Orbital gap = 10.511 eV
SMILES = C=CC.C=O.C
DFT total energy = -7424.9916 eV
E_HOMO = -9.71 eV

Last columns: bonded neighbours and bond lengths (Å).
Positions of all 18 atoms, in Å:
1 C -0.88802 1.40419 0.13401  C2 1.329, H4 1.084, H5 1.089
2 C -1.19290 0.21882 -0.38494  C1 1.329, C3 1.498, H6 1.091
3 C -1.77570 -0.89322 0.43255  C2 1.498, H7 1.095, H8 1.093, H9 1.094
4 H -0.66675 2.25672 -0.49752  C1 1.084
5 H -0.87637 1.55860 1.21202  C1 1.089
6 H -1.09985 0.05558 -1.45998  C2 1.091
7 H -1.43710 -0.85020 1.47303  C3 1.095
8 H -1.57544 -1.89083 0.03468  C3 1.093
9 H -2.85937 -0.74141 0.42518  C3 1.094
10 C 1.72637 1.80440 -0.07559  O11 1.203, H12 1.109, H13 1.106
11 O 2.38452 0.91125 0.38852  C10 1.203
12 H 1.46282 1.86274 -1.15083  C10 1.109
13 H 1.35736 2.64208 0.54529  C10 1.106
14 C 1.35373 -1.59746 -0.01628  H15 1.086, H16 1.092, H17 1.090, H18 1.092
15 H 0.68710 -0.75638 -0.18021  C14 1.086
16 H 1.74837 -1.51810 0.99834  C14 1.092
17 H 2.17509 -1.52213 -0.72922  C14 1.090
18 H 0.79827 -2.52815 -0.14740  C14 1.092